16
Properties=species:S:1:pos:R:3 method="wB97M-V/def2-TZVPD" smiles=CC(C)(O)CO orbital_gap_ev=10.65 homo_ev=-9.93 e_above_lowest_kcal_mol=18.8
C -1.25118 -1.00518 -0.38295
C -0.22947 -0.02555 0.22730
C -0.77166 1.40742 0.08297
O 0.10507 -0.28186 1.57941
C 1.10493 -0.29722 -0.48247
O 2.16944 0.28150 0.32055
H -0.97685 -2.05302 -0.21815
H -2.24573 -0.83528 0.03459
H -1.33481 -0.85921 -1.47422
H -1.03426 1.63786 -0.95705
H -1.68002 1.51895 0.68998
H -0.05042 2.15194 0.43474
H 1.05657 0.01534 1.55488
H 1.21895 -1.38713 -0.50797
H 1.09376 0.10735 -1.50180
H 2.82570 -0.37589 0.60017


16
Properties=species:S:1:pos:R:3 method="wB97M-V/def2-TZVPD" smiles=COC[C@@H](C)O orbital_gap_ev=11.03 homo_ev=-10.05 e_above_lowest_kcal_mol=27.5
C 2.47648 -0.31656 -0.61544
O 1.44712 -0.13614 0.32016
C 0.22279 -0.06408 -0.34610
C -0.94234 0.12688 0.61466
C -2.06517 0.79299 -0.11677
O -1.43032 -1.11531 1.08154
H 2.36463 -1.24444 -1.20456
H 2.53006 0.50435 -1.35222
H 3.39031 -0.34823 -0.03310
H 0.05207 -0.99845 -0.90918
H 0.28542 0.74605 -1.08918
H -0.66052 0.76914 1.46716
H -2.85315 0.99684 0.61492
H -2.39332 0.12239 -0.92257
H -1.66598 1.71131 -0.54327
H -0.65600 -1.57578 1.41776


16
Properties=species:S:1:pos:R:3 method="wB97M-V/def2-TZVPD" smiles=OC1CC1.CO orbital_gap_ev=10.39 homo_ev=-9.53 e_above_lowest_kcal_mol=63.7
O -2.63273 -1.19182 0.02584
C -1.59636 -0.67902 0.78167
C -0.20859 -0.75316 0.31793
C -1.01178 0.61301 0.37188
H -2.62111 -2.14069 0.19210
H -1.67770 -0.76629 1.86470
H 0.57585 -1.09053 0.99651
H -0.00464 -1.07181 -0.70566
H -1.00257 1.41051 1.12706
H -1.30018 0.99958 -0.60559
C 2.12997 0.73589 -1.00920
O 1.80167 0.77226 0.34819
H 2.64049 -0.19922 -1.25230
H 1.25712 0.82153 -1.66392
H 2.79348 1.57189 -1.20642
H 0.85708 0.96788 0.41723


16
Properties=species:S:1:pos:R:3 method="wB97M-V/def2-TZVPD" orbital_gap_ev=7.17 homo_ev=-6.61 e_above_lowest_kcal_mol=113.9
C -0.09898 0.57503 1.81379
C 0.28833 0.45066 0.38771
C 1.65926 -0.09247 0.14706
O -0.65772 -0.75668 -0.19922
C -0.97373 0.14705 -1.37958
O -1.49722 -0.68050 -2.34758
H -1.17197 0.77368 1.93601
H 0.18136 -0.27113 2.46641
H 0.42981 1.47207 2.15812
H 2.35099 0.71392 0.40753
H 1.93370 -0.98249 0.75149
H 1.85086 -0.33162 -0.91370
H -0.12844 -1.54943 -0.44403
H -1.67262 0.87007 -0.94495
H -0.12058 0.66795 -1.82335
H -2.29974 -1.06245 -1.97532


16
Properties=species:S:1:pos:R:3 method="wB97M-V/def2-TZVPD" smiles=C[C@@H](O)CCO orbital_gap_ev=10.46 homo_ev=-9.71 e_above_lowest_kcal_mol=25.3
C -2.05697 0.30065 0.35156
C -0.57500 -0.07304 0.32236
O -0.44075 -1.44452 0.54652
C 0.15075 0.35575 -0.96224
C 1.66621 0.08635 -0.84876
O 1.96854 -0.92902 0.12867
H -2.51321 -0.06880 1.27678
H -2.15294 1.38994 0.30908
H -2.61705 -0.13242 -0.49089
H 0.00259 0.55314 1.17816
H 0.54624 -1.58440 0.43274
H -0.02402 1.42892 -1.11103
H -0.25508 -0.17399 -1.83327
H 2.22101 0.99628 -0.59126
H 2.08489 -0.26359 -1.79713
H 1.97505 -0.43031 0.99293


16
Properties=species:S:1:pos:R:3 method="wB97M-V/def2-TZVPD" smiles=COC[C@@H](C)O orbital_gap_ev=10.57 homo_ev=-9.65 e_above_lowest_kcal_mol=32.4
C -1.42185 0.28111 1.65580
O -1.72685 0.33787 0.27912
C -0.82760 -0.31204 -0.61957
C 0.60651 0.21427 -0.46529
C 1.74158 -0.75758 -0.75197
O 0.82444 1.38626 -1.23061
H -1.92682 1.12489 2.13215
H -1.75849 -0.64710 2.13339
H -0.35125 0.38354 1.86140
H -1.21647 -0.06240 -1.61435
H -0.86940 -1.40601 -0.50841
H 0.71113 0.45500 0.59601
H 2.64943 -0.37260 -0.27714
H 1.94513 -0.87155 -1.81959
H 1.53185 -1.73977 -0.31530
H 0.08866 1.98612 -1.05564